# C18H21ClF3N2O10P2ReS3

A structure of composition C18H21ClF3N2O10P2ReS3 at a distorted geometry (ωB97M-V/def2-TZVPD, OMol25).

Relative energy (zero: lowest compared OMol25 entry of this formula, charge and spin): 17.3 kcal per mole
Frontier orbital gap (alpha / beta): 0.279 / 0.241 Eh
Multiplicity: 4
Electronic energy: -116352.17083 eV
Total charge: +1

Geometry as XYZ:
```
61
Properties=species:S:1:pos:R:3:forces:R:3
Re -0.483 -0.690 0.159 2.13 -0.24 -0.79
Cl 5.105 1.637 -3.838 0.15 0.13 -0.10
S -3.594 -1.353 -3.207 0.27 0.06 0.16
S -1.549 -4.861 1.750 0.12 0.32 -0.14
S -2.504 0.698 1.788 -2.81 0.61 1.59
P 1.432 1.231 1.996 0.90 0.37 0.29
P 0.235 2.639 -0.362 0.60 -0.10 -0.21
F -4.089 -1.021 2.883 -0.10 0.00 0.02
F -4.968 0.954 2.823 0.13 0.16 -0.23
F -3.393 0.521 4.239 -0.01 0.05 -0.01
O -3.084 0.369 0.515 0.20 0.11 -0.38
O 0.449 1.826 3.059 -0.47 0.03 -0.23
O -2.203 2.089 2.075 0.62 0.02 -0.17
O 2.755 1.068 2.836 0.01 -0.01 -0.05
O -0.497 1.293 -0.061 -0.20 -0.35 -0.22
O 1.155 -0.152 1.447 -0.84 -0.32 -0.47
O 0.689 2.813 -1.748 -0.01 0.15 0.11
O -1.478 -0.258 2.221 0.76 -0.16 -0.56
O 2.736 1.968 -0.099 0.18 0.21 0.20
O -0.713 3.784 0.162 -0.13 -0.27 0.29
N -1.854 -1.211 -1.377 -0.21 0.22 0.06
N -1.008 -2.668 0.623 -0.11 -0.13 0.45
C 4.166 0.186 -1.770 0.14 0.01 -0.18
C -1.989 -3.266 -0.150 -0.02 -0.14 0.08
C -1.997 0.870 -2.783 -0.04 0.21 0.09
C 2.190 3.832 1.369 -0.15 -0.07 0.08
C -2.448 -2.464 -1.266 -0.14 0.04 -0.12
C -3.843 0.291 3.007 0.35 -0.35 0.10
C -3.410 -2.707 -2.183 0.08 0.04 -0.02
C 3.200 -0.566 -1.130 -0.20 -0.25 -0.18
C 3.900 0.712 -3.027 -0.26 -0.16 0.21
C 1.969 -0.819 -1.737 0.26 0.09 -0.22
C 0.305 -2.982 2.704 -0.04 0.26 0.04
C -2.366 -0.502 -2.365 -0.18 -0.30 -0.24
C 0.994 -1.750 -1.110 -0.50 0.69 0.63
C -2.395 -4.470 0.313 0.08 -0.01 0.04
C 1.739 2.522 0.731 -0.47 -0.22 -0.27
C 1.714 -0.256 -2.991 -0.03 -0.12 0.27
C -0.687 -3.388 1.679 0.00 -0.35 -0.03
C 2.667 0.506 -3.635 0.11 0.13 -0.08
H 0.580 -3.819 3.340 0.05 0.01 0.00
H 0.759 -0.447 -3.467 0.01 0.02 -0.08
H -0.125 -2.186 3.318 -0.02 -0.06 0.05
H -1.805 0.916 -3.855 -0.03 -0.06 -0.01
H -2.824 1.547 -2.560 0.02 0.01 0.01
H 5.122 0.378 -1.304 0.00 -0.02 0.02
H -0.468 2.054 2.775 0.04 -0.15 0.10
H 3.394 -0.975 -0.147 0.08 0.00 0.01
H -1.355 3.457 0.819 -0.10 0.09 -0.05
H 0.474 -2.324 -1.879 -0.16 -0.02 0.13
H -1.122 1.228 -2.258 0.13 -0.02 -0.07
H 3.215 3.711 1.721 -0.01 0.03 0.01
H 1.527 -2.444 -0.458 -0.17 -0.01 0.13
H 2.478 0.935 -4.609 -0.03 0.00 0.00
H 1.187 -2.554 2.228 0.06 -0.13 0.01
H 2.176 4.630 0.627 0.02 0.00 0.00
H -3.134 -5.136 -0.098 -0.03 0.03 -0.03
H 2.977 1.832 3.389 0.00 -0.12 -0.03
H 1.541 4.114 2.198 0.01 0.11 -0.02
H -4.006 -3.595 -2.310 -0.01 -0.02 0.05
H 2.560 2.256 -1.013 -0.04 -0.08 -0.03
```
Positions in Å, forces in eV/Å.